No. 1
DFT (the ωB97M-V functional and the def2-TZVPD basis) results for C12H28EuN6O6S as an isolated structure.

Geometry as XYZ:
```
54
Properties=species:S:1:pos:R:3:mulliken_spin:R:1
O 0.187 -1.302 -4.104 0.010
H -0.160 -1.867 -4.831 -0.003
Eu 0.555 0.048 -2.316 6.094
N 2.010 -1.678 -0.888 -0.001
N -0.594 -1.797 -0.809 -0.022
N 0.733 1.988 -0.953 -0.013
N -0.871 0.974 0.565 -0.013
O 2.668 -0.895 -1.692 0.019
O 1.723 2.528 -1.870 -0.001
O -2.008 0.291 0.945 0.003
O -1.773 -1.904 -0.276 0.001
C 0.024 -2.952 -1.153 0.004
C 1.408 -2.770 -1.496 0.008
C 0.068 2.923 -0.244 0.012
C -0.954 2.352 0.530 -0.005
C 2.083 -3.560 -2.558 0.000
H 1.829 -3.132 -3.544 0.000
H 1.756 -4.607 -2.544 0.000
H 3.169 -3.511 -2.409 0.000
C -0.705 -4.247 -1.278 0.000
H -1.657 -4.112 -1.808 0.000
H -0.927 -4.664 -0.286 0.000
H -0.105 -4.984 -1.819 0.000
C 0.416 4.358 -0.270 -0.001
C -1.969 3.104 1.283 0.001
H 1.080 4.570 -1.117 0.000
H 0.937 4.630 0.661 0.000
H -0.490 4.975 -0.343 0.000
H -2.687 2.428 1.769 0.000
H -2.515 3.772 0.596 0.000
H -1.512 3.749 2.057 0.000
H 2.517 1.965 -1.758 0.000
H -1.899 -0.651 0.456 0.002
C -2.124 0.337 -3.130 0.817
H -2.037 0.082 -4.194 0.020
H -2.267 1.395 -2.875 0.039
H -2.698 -0.360 -2.504 0.026
O 1.492 0.738 -4.371 0.002
H 1.015 -0.183 -4.611 0.001
H 1.356 1.401 -5.064 0.000
C 1.363 -0.897 4.962 0.000
N 1.399 -0.231 3.667 0.000
C 0.343 0.164 2.940 -0.001
S 0.700 0.370 1.240 0.000
N -0.857 0.418 3.452 0.000
C -1.122 0.856 4.806 0.000
H 0.336 -1.107 5.264 0.000
H 1.853 -0.270 5.712 0.000
H 1.914 -1.837 4.877 0.000
H 2.231 -0.363 3.091 0.000
H -1.614 0.517 2.766 0.000
H -1.840 1.680 4.779 0.000
H -1.564 0.053 5.399 0.000
H -0.217 1.215 5.297 0.000
```

Properties
* ⟨S²⟩: 15.77
* ΔE to the lowest compared entry with this formula, charge and spin: 0.00 kJ/mol
* gap between HOMO and LUMO (alpha / beta): 5.90 / 5.05 eV
* E_tot: -2362.1792 Eh
* 2S+1: 8
* total charge: 0
* E_HOMO (alpha / beta): -6.1 / -6.1 eV
* molar mass: 536.4 g/mol

No. 2
DFT (the ωB97M-V functional and the def2-TZVPD basis) results for a 8-piece molecular cluster, C40H79F3O23 overall.

Geometry as XYZ:
```
145
Properties=species:S:1:pos:R:3:mulliken_charge:R:1
C 0.090 -4.959 -2.213 -0.720
C -0.394 -5.642 -0.955 -0.419
O -0.821 -4.737 0.059 -0.256
C -2.086 -4.358 0.108 0.302
O -2.896 -4.546 -0.764 -0.537
C -2.454 -3.819 1.485 0.983
F -1.466 -3.818 2.356 -0.239
F -2.763 -2.506 1.298 -0.191
F -3.541 -4.393 2.019 -0.275
H 0.372 -5.553 -3.081 0.438
H 1.008 -4.377 -2.089 0.207
H -0.684 -4.226 -2.452 0.077
H 0.384 -6.223 -0.459 0.360
H -1.176 -6.368 -1.181 0.360
C -3.376 5.348 5.597 -1.309
C -2.785 5.418 4.194 0.506
C -1.613 4.526 3.862 0.161
O -1.977 4.009 2.599 -0.335
C -3.319 4.050 2.439 0.684
O -3.917 3.642 1.491 -0.578
O -3.817 4.718 3.481 -0.360
H -2.912 5.940 6.389 0.386
H -3.265 4.348 6.027 0.292
H -4.446 5.533 5.557 0.335
H -2.650 6.426 3.795 0.298
H -1.434 3.795 4.657 -0.339
H -0.616 4.952 3.745 0.280
C 4.004 -1.428 -3.607 -1.399
C 4.437 -0.365 -2.633 0.435
C 3.827 1.004 -2.739 0.396
O 3.227 1.271 -1.464 -0.320
C 3.581 0.269 -0.620 0.639
O 3.551 0.200 0.571 -0.578
O 4.091 -0.764 -1.320 -0.398
H 2.965 -1.428 -3.936 0.209
H 4.295 -2.415 -3.248 0.346
H 4.586 -1.374 -4.533 0.451
H 5.528 -0.323 -2.573 0.325
H 3.085 1.011 -3.536 -0.429
H 4.625 1.721 -2.931 0.335
C 2.905 -1.855 4.118 -0.573
C 2.431 -1.844 5.595 1.335
C 1.057 -2.531 5.748 -0.053
O 1.238 -3.399 6.886 -0.424
C 2.562 -3.463 7.182 0.510
O 3.059 -4.049 8.093 -0.547
O 3.266 -2.664 6.384 -0.448
H 3.336 -2.815 3.828 0.387
H 3.424 -0.988 3.718 0.026
H 2.000 -1.944 3.506 -0.260
H 2.223 -0.843 5.980 -0.196
H 0.837 -3.126 4.854 0.156
H 0.145 -1.941 5.816 0.091
C 2.830 3.551 -9.311 -0.808
O 2.896 2.825 -8.093 -0.313
C 2.673 3.649 -6.947 -0.714
C 2.304 2.682 -5.792 -0.324
O 0.947 2.529 -5.525 -0.378
C 0.104 1.800 -6.400 -0.311
C -1.306 2.016 -5.900 -0.523
O -2.109 0.924 -6.303 -0.257
C -3.333 1.169 -6.969 -0.845
H 3.595 4.301 -9.528 0.314
H 1.849 4.008 -9.467 0.328
H 2.941 2.792 -10.087 0.262
H 1.830 4.328 -7.093 0.330
H 3.618 4.154 -6.740 0.489
H 2.825 2.976 -4.879 0.173
H 2.564 1.622 -5.941 0.393
H 0.453 0.763 -6.326 0.296
H 0.214 2.054 -7.459 0.366
H -1.720 2.970 -6.232 0.456
H -1.296 1.933 -4.810 0.138
H -3.638 0.231 -7.429 0.249
H -3.228 1.935 -7.741 0.393
H -4.085 1.492 -6.244 0.303
C -5.497 -1.072 -0.516 -0.687
O -5.308 -1.503 -1.835 -0.393
C -4.030 -1.290 -2.377 0.261
C -3.898 -1.608 -3.871 -0.317
O -3.853 -2.986 -4.288 -0.405
C -4.944 -3.663 -3.704 -0.032
C -5.534 -4.622 -4.744 -0.700
O -6.609 -5.281 -4.118 -0.293
C -7.303 -6.189 -4.941 -0.745
H -6.566 -0.959 -0.349 0.287
H -5.067 -0.073 -0.358 0.325
H -5.042 -1.664 0.283 0.162
H -3.293 -1.841 -1.782 -0.231
H -3.800 -0.222 -2.260 0.629
H -2.893 -1.354 -4.221 0.001
H -4.536 -0.963 -4.483 0.171
H -5.799 -3.032 -3.471 0.288
H -4.648 -4.301 -2.869 0.046
H -4.814 -5.347 -5.134 0.385
H -6.020 -4.007 -5.515 0.372
H -7.820 -5.486 -5.609 0.307
H -7.905 -6.950 -4.454 0.248
H -6.659 -6.766 -5.618 0.280
C 4.586 0.635 7.239 -0.851
O 3.484 1.463 6.858 -0.056
C 3.546 2.828 7.225 -0.700
C 2.416 3.503 6.409 0.059
O 2.689 3.725 5.037 -0.526
C 2.714 2.534 4.269 0.515
C 4.102 2.138 3.845 0.082
O 4.814 3.290 3.395 -0.384
C 6.031 2.986 2.740 -0.633
H 4.598 0.668 8.327 0.312
H 5.520 0.951 6.759 0.322
H 4.524 -0.328 6.734 0.235
H 4.517 3.288 7.012 0.363
H 3.460 2.751 8.317 0.466
H 2.279 4.484 6.871 0.434
H 1.435 3.034 6.488 -0.283
H 2.233 2.786 3.316 0.409
H 2.168 1.694 4.701 -0.333
H 4.079 1.389 3.048 -0.007
H 4.567 1.643 4.706 -0.001
H 6.416 3.869 2.235 0.291
H 5.820 2.243 1.962 0.152
H 6.822 2.550 3.356 0.286
C -0.146 -0.264 -3.189 -0.142
O 0.685 -0.948 -2.234 -0.104
C -0.012 -1.339 -1.043 0.891
C -0.109 -0.337 0.035 -0.087
O -0.711 -0.762 1.236 -0.068
C -0.160 -0.484 2.501 0.365
C -1.068 0.127 3.560 -0.887
O -0.267 0.702 4.560 0.222
C -0.865 1.180 5.735 -1.024
H 0.584 0.071 -3.927 -0.079
H -0.287 0.678 -2.642 0.519
H -1.086 -0.725 -3.474 -0.267
H 0.453 -2.286 -0.749 0.209
H -1.003 -1.737 -1.299 -1.005
H -0.628 0.553 -0.350 0.097
H 0.820 0.214 0.233 -0.076
H 0.762 0.094 2.394 0.118
H 0.069 -1.477 2.899 -0.466
H -1.669 -0.670 4.019 0.434
H -1.858 0.770 3.153 0.261
H -0.075 1.615 6.338 0.208
H -1.417 0.364 6.216 0.378
H -1.649 1.915 5.520 0.244
```

Properties
* gap between HOMO and LUMO: 9.87 eV
* E_tot: -3601.2991 Eh
* SMILES string: CCOC(=O)C(F)(F)F.C[C@H]1COC(=O)O1.C[C@H]1COC(=O)O1.C[C@H]1COC(=O)O1.COCCOCCOC.COCCOCCOC.COCCOCCOC.COCCOCCOC
* total charge: 0
* E_HOMO: -9.4 eV
* molar mass: 985.0 g/mol

No. 3
DFT (the ωB97M-V functional and the def2-TZVPD basis) results for C3H3NO3 as an isolated structure.

Geometry as XYZ:
```
10
Properties=species:S:1:pos:R:3:nbo_charge:R:1
N 0.782 0.343 0.224 -0.184
C -0.067 -1.393 0.051 0.910
C -1.380 -0.014 0.045 -0.127
C -0.386 0.950 0.103 -0.002
O -1.016 -1.182 -0.801 -0.453
O 1.857 0.989 -0.406 -0.550
O 0.498 -2.316 0.515 -0.510
H 2.630 0.549 -0.025 0.479
H -2.435 0.044 0.242 0.221
H -0.483 2.029 0.054 0.215
```

Properties
* ΔE to the lowest compared entry with this formula, charge and spin: 544.13 kJ/mol
* gap between HOMO and LUMO: 9.06 eV
* E_tot: -396.4172 Eh
* total charge: 0
* E_HOMO: -8.6 eV
* molar mass: 101.1 g/mol

No. 4
DFT (the ωB97M-V functional and the def2-TZVPD basis) results for one molecule with the formula C5H9NO.

Geometry as XYZ:
```
16
Properties=species:S:1:pos:R:3:nbo_charge:R:1
C -1.502 -0.131 -1.329 -0.622
C -0.827 0.023 0.048 -0.328
C -0.304 1.415 0.325 0.685
O -0.497 2.494 -0.170 -0.558
N 0.666 0.982 1.243 -0.664
C 0.520 -0.425 0.828 -0.018
C 1.703 -0.902 0.004 -0.621
H -1.030 0.493 -2.096 0.224
H -2.519 0.281 -1.219 0.226
H -1.626 -1.147 -1.714 0.217
H -1.590 -0.197 0.801 0.225
H 0.614 1.271 2.213 0.400
H 0.384 -1.093 1.691 0.189
H 1.861 -0.234 -0.847 0.215
H 1.511 -1.914 -0.362 0.211
H 2.635 -0.915 0.585 0.218
```

Properties
* ΔE to the lowest compared entry with this formula, charge and spin: 138.12 kJ/mol
* gap between HOMO and LUMO: 10.35 eV
* E_tot: -325.8849 Eh
* SMILES string: C[C@@H]1C(=O)N[C@@H]1C
* total charge: 0
* E_HOMO: -9.5 eV
* molar mass: 99.1 g/mol

No. 5
DFT (the ωB97M-V functional and the def2-TZVPD basis) results for a 4-piece molecular cluster, C2H12N2O3 overall.

Geometry as XYZ:
```
19
Properties=species:S:1:pos:R:3:nbo_charge:R:1
C 1.438 0.431 0.065 -0.463
N 0.950 0.077 1.373 -0.475
C 0.672 1.047 2.150 0.268
N 0.953 2.387 1.966 -0.844
H 0.836 1.088 -0.584 0.177
H 1.656 -0.395 -0.601 0.207
H 2.382 0.992 0.196 0.178
H 0.319 0.749 3.136 0.167
H 1.392 2.595 1.090 0.389
H 1.240 2.887 2.796 0.394
O -5.581 2.008 -1.077 -0.934
H -5.855 2.829 -1.500 0.466
H -5.027 2.314 -0.348 0.468
O -2.344 -4.805 -2.045 -0.942
H -2.584 -3.875 -2.018 0.472
H -3.031 -5.273 -2.527 0.470
O 4.141 -1.416 -0.392 -0.932
H 4.875 -1.496 -1.015 0.465
H 3.569 -2.143 -0.666 0.468
```

Properties
* ΔE to the lowest compared entry with this formula, charge and spin: 122.65 kJ/mol
* gap between HOMO and LUMO: 9.67 eV
* E_tot: -418.5923 Eh
* SMILES string: C/N=C\N.O.O.O
* total charge: 0
* E_HOMO: -8.9 eV
* molar mass: 112.1 g/mol

No. 6
DFT (the ωB97M-V functional and the def2-TZVPD basis) results for one molecule with the formula C3H4Cl3N2O2P.

Geometry as XYZ:
```
15
Properties=species:S:1:pos:R:3:nbo_charge:R:1
C 0.405 0.676 0.359 0.817
C -1.775 0.094 0.020 -0.218
C -1.682 1.430 0.790 -0.069
N 0.097 -1.418 -0.636 -0.637
N -0.382 -0.268 -0.093 -0.250
O 1.649 0.471 0.290 -0.667
O -0.267 1.702 0.890 -0.453
P 2.085 -1.209 -0.576 1.314
Cl 2.272 -2.782 -1.742 -0.219
Cl 3.109 -1.761 1.077 -0.194
Cl 3.315 -0.036 -1.749 -0.225
H -2.452 -0.535 0.440 0.214
H -1.997 0.213 -1.133 0.197
H -2.336 2.114 0.318 0.203
H -2.040 1.309 1.744 0.186
```

Properties
* ΔE to the lowest compared entry with this formula, charge and spin: 47.90 kJ/mol
* gap between HOMO and LUMO: 7.35 eV
* E_tot: -2098.5970 Eh
* total charge: 0
* E_HOMO: -7.5 eV
* molar mass: 237.4 g/mol

- Number 5 is which compound?
  C2H12N2O3